1.
{"formula": "C14H14N2O4S", "method": "ωB97M-V/def2-TZVPD", "total_charge": 0, "smiles": "COC(=O)CSC1=C(C#N)[C@@H](c2ccc(C)o2)CC(=O)N1", "e_lumo_ev": 0.3, "symbols": ["C", "H", "H", "H", "O", "C", "O", "C", "H", "H", "S", "C", "C", "C", "N", "C", "C", "C", "C", "C", "O", "C", "H", "H", "H", "H", "H", "H", "C", "C", "O", "N", "H", "H", "H"], "positions_angstrom": [[-0.65432, -4.02023, 1.32505], [0.30790, -4.39805, 0.97585], [-1.34939, -3.91261, 0.49646], [-1.05182, -4.70118, 2.07874], [-0.49497, -2.71744, 1.87891], [0.19511, -2.62780, 3.02474], [0.66045, -3.56785, 3.60178], [0.31077, -1.18925, 3.48251], [-0.65341, -0.68526, 3.46971], [0.74283, -1.16816, 4.48168], [1.47837, -0.25121, 2.41513], [0.39179, 0.63956, 1.34166], [0.74065, 1.85420, 0.86202], [1.91826, 2.51157, 1.23510], [2.86167, 3.09944, 1.52506], [-0.14571, 2.50060, -0.18855], [0.25207, 1.99319, -1.53965], [0.76240, 2.62196, -2.63377], [0.94225, 1.61743, -3.61817], [0.53366, 0.44677, -3.05467], [0.11548, 0.66807, -1.78802], [0.47693, -0.94250, -3.57824], [0.74131, -0.94824, -4.63109], [-0.52599, -1.34929, -3.45578], [1.17047, -1.58406, -3.03468], [1.32381, 1.75337, -4.60900], [0.98219, 3.66541, -2.72893], [-0.00227, 3.58416, -0.17797], [-1.60610, 2.15859, 0.12722], [-1.80174, 0.66824, 0.29247], [-2.77256, 0.05215, -0.07246], [-0.78955, 0.03958, 0.97539], [-0.88967, -0.96146, 1.11528], [-2.27047, 2.51401, -0.66074], [-1.90037, 2.63628, 1.06697]], "nbo_charge": [-0.26, 0.20, 0.20, 0.20, -0.53, 0.78, -0.56, -0.63, 0.26, 0.26, 0.32, 0.12, -0.25, 0.28, -0.31, -0.26, 0.27, -0.28, -0.32, 0.30, -0.43, -0.65, 0.23, 0.23, 0.22, 0.23, 0.23, 0.25, -0.50, 0.71, -0.57, -0.66, 0.45, 0.25, 0.24]}

=====

2.
{"formula": "C14H14N3O8P2Pt", "method": "ωB97M-V/def2-TZVPD", "s2": 2.036, "total_charge": -1, "spin_multiplicity": 3, "e_lumo_ev": [2.8, 0.9], "symbols": ["Pt", "C", "C", "N", "N", "C", "O", "C", "C", "C", "C", "C", "C", "C", "C", "C", "C", "C", "N", "H", "H", "H", "H", "H", "H", "H", "H", "H", "H", "H", "H", "O", "P", "O", "O", "O", "P", "O", "O", "O", "H", "H"], "positions_angstrom": [[-1.33499, -0.22341, -0.29667], [2.45536, -0.24206, -2.19482], [0.98550, -0.22454, -1.89789], [0.52500, 0.29976, -0.75761], [1.20674, 1.06665, 0.07115], [0.40467, 1.81708, 0.81014], [-0.84134, 1.93782, 0.56623], [1.00876, 2.51450, 1.95260], [2.38767, 2.69191, 2.06535], [2.91554, 3.30254, 3.18647], [2.07980, 3.72957, 4.20938], [0.71028, 3.53138, 4.11294], [0.17418, 2.93873, 2.98716], [-0.02719, -0.72841, -2.72823], [0.15396, -1.39014, -3.96605], [-0.92751, -1.76722, -4.70648], [-2.22945, -1.51186, -4.22025], [-2.36908, -0.91725, -2.99106], [-1.32804, -0.50314, -2.26710], [2.96074, 0.33924, -1.42724], [2.68638, 0.17614, -3.17432], [2.82030, -1.26961, -2.16456], [3.02655, 2.34526, 1.26778], [3.98623, 3.43853, 3.27414], [2.49433, 4.20346, 5.08744], [0.06411, 3.83529, 4.92558], [-0.88274, 2.74775, 2.89481], [1.15962, -1.60389, -4.29532], [-0.79693, -2.26854, -5.65408], [-3.09664, -1.79406, -4.79364], [-3.34748, -0.75348, -2.55868], [-1.70713, -3.13657, -0.71889], [-2.89452, -2.65572, 0.27172], [-4.03227, -3.57091, 0.30119], [-3.17481, -1.18782, -0.02737], [-2.10565, -2.70980, 1.72340], [-0.79225, -1.77433, 1.87363], [-0.34414, -2.12125, 3.37092], [0.21578, -2.23025, 0.85963], [-1.18413, -0.32744, 1.85603], [-0.85359, -2.95120, -0.26985], [-0.15163, -3.05270, 3.44243]], "nbo_charge": [1.35, -0.66, 0.14, -0.25, -0.42, 0.53, -0.65, -0.02, -0.20, -0.23, -0.22, -0.22, -0.20, 0.10, -0.23, -0.19, -0.34, 0.09, -0.50, 0.25, 0.21, 0.22, 0.23, 0.20, 0.20, 0.20, 0.24, 0.21, 0.20, 0.21, 0.23, -1.04, 2.53, -1.11, -1.12, -1.09, 2.51, -0.98, -1.16, -1.07, 0.52, 0.50]}

=====

3.
{"formula": "C14H14N4SSe4W", "method": "ωB97M-V/def2-TZVPD", "total_charge": 0, "e_lumo_ev": [-2.6, -2.6], "symbols": ["W", "S", "C", "N", "N", "C", "C", "C", "C", "C", "C", "N", "N", "C", "C", "C", "C", "C", "C", "H", "H", "H", "H", "H", "H", "H", "H", "H", "H", "H", "Se", "Se", "Se", "Se", "C", "H", "H", "H"], "positions_angstrom": [[-1.17997, -0.08434, 0.12828], [1.18672, 0.36602, 0.06083], [1.69047, 0.10317, 1.69078], [2.96513, 0.02228, 1.93137], [3.42335, -0.29824, 3.12085], [2.78427, -1.05830, 4.13776], [3.02679, -0.72905, 5.45982], [2.45176, -1.49117, 6.47080], [1.62273, -2.55393, 6.15609], [1.38282, -2.87214, 4.82131], [1.97302, -2.14191, 3.80945], [0.75766, 0.04968, 2.71742], [-0.43619, -0.00748, 2.35852], [-1.38498, -0.05494, 3.43980], [-2.72575, -0.18955, 3.12368], [-3.65607, -0.26700, 4.14988], [-3.24281, -0.20965, 5.46969], [-1.89065, -0.07630, 5.77380], [-0.95269, -0.00125, 4.76234], [4.43224, -0.26846, 3.14878], [3.64695, 0.12436, 5.69824], [2.64540, -1.23659, 7.50354], [1.16047, -3.13467, 6.94166], [0.73311, -3.69841, 4.56906], [1.77476, -2.38568, 2.77227], [-3.06868, -0.24264, 2.09346], [-4.70309, -0.37714, 3.90826], [-3.96991, -0.27221, 6.26769], [-1.56474, -0.03509, 6.80385], [0.09961, 0.08998, 4.98998], [-1.01783, 2.22715, 0.71624], [-3.51965, 0.98260, -0.42510], [-3.33291, -1.28142, -0.66081], [-0.60899, -2.31549, 0.70082], [-0.64492, 0.01064, -1.95440], [0.05743, 0.81606, -2.17980], [-1.58212, 0.19114, -2.48531], [-0.22642, -0.95412, -2.24960]], "lowdin_charge": [0.19, 0.66, -0.77, 0.06, 0.03, -0.26, -0.03, -0.09, -0.09, -0.07, -0.04, 0.02, -0.25, -0.26, -0.05, -0.06, -0.07, -0.06, -0.01, 0.15, 0.11, 0.10, 0.10, 0.11, 0.08, 0.01, 0.11, 0.11, 0.11, 0.10, 0.28, 0.03, 0.05, 0.16, -0.44, -0.02, -0.03, 0.01]}

=====

For reference, electronic energy by record: -36750.467 -57427.665 -294748.737 eV.
For reference, energy above the lowest of the compared OMol25 structures with the same formula, charge and spin by record: 0.5855 0.9740 1.6378 eV.